The following is a DFT calculation (ωB97M-V/def2-TZVPD) of a molecular structure, C4H7N3.

Largest force on an atom ... 1.12 eV/A
HOMO (spin up / spin down) ... -7.56 / -7.56 eV
Relative energy (zero: lowest compared OMol25 entry of this formula, charge and spin) ... 412.9 kJ/mol
Charge ... 0
Frontier orbital gap (spin up / spin down) ... 0.30468 / 0.30469 Ha

Structure (XYZ):
```
14
Properties=species:S:1:pos:R:3:forces:R:3:nbo_charge:R:1
C 0.6149 -0.9272 -1.2770 0.16 -0.24 -0.18 -0.517
C 0.6597 1.1673 -0.4091 -0.06 0.22 0.07 -0.259
N 0.0690 0.8618 0.7789 0.04 -0.11 0.00 -0.476
C -0.8962 -0.0869 0.7255 0.08 0.05 -0.17 0.161
N -1.1495 -0.4816 -0.5170 -0.12 -0.02 0.29 -0.601
C -1.3322 -0.7018 1.9374 -0.32 -0.45 0.82 0.213
N -1.7096 -1.1977 2.9171 0.36 0.48 -0.94 -0.303
H 0.0917 -1.8437 -1.5633 0.05 0.14 0.07 0.186
H 1.4251 -1.1967 -0.5971 -0.14 0.07 -0.04 0.193
H 0.9861 -0.4545 -2.1841 -0.08 -0.02 0.14 0.201
H -0.0152 1.4160 -1.2175 0.12 -0.09 0.08 0.215
H 1.5901 1.7238 -0.3315 -0.12 -0.09 0.00 0.196
H 0.5506 1.0168 1.6537 -0.06 -0.02 -0.11 0.416
H -1.7297 -1.3211 -0.5233 0.08 0.08 -0.02 0.373
```
Forces are in eV/Å.